This record from OMol25 describes a cluster of 10 separate species, C54H124N4O10 in total in a non-equilibrium geometry. The level of theory is ωB97M-V with the def2-TZVPD basis set.

Results
SMILES = CC1(C)CCCC(C)(C)N1O.CC1(C)CCCC(C)(C)N1O.CC1(C)CCCC(C)(C)N1O.CC1(C)CCCC(C)(C)N1O.CC(C)O.CC(C)O.CC(C)O.CC(C)O.CC(C)O.CC(C)O
E = -84436.4268 eV
relative energy (zero: lowest compared OMol25 entry of this formula, charge and spin) = 107.4 kcal/mol
net charge = 0
HOMO energy = -0.2941 hartree

Last column: Löwdin charge in e.
Positions of all 192 atoms, in Å:
O 16.681 7.142 24.089  -0.064
O 17.451 14.012 17.400  -0.068
O 25.768 13.983 18.233  -0.015
O 24.059 7.001 15.757  -0.064
O 20.765 3.611 17.463  -0.038
O 21.224 6.482 17.198  -0.021
O 17.870 7.402 10.142  -0.008
O 19.362 10.254 25.660  -0.034
O 19.359 2.478 19.580  -0.081
O 25.329 3.956 22.612  -0.040
N 18.016 8.366 11.091  -0.118
N 20.814 7.104 18.320  -0.119
N 20.926 2.459 16.622  -0.069
N 26.564 13.354 17.365  -0.143
C 21.327 8.304 20.306  -0.108
C 26.180 11.943 17.297  -0.498
C 18.489 7.758 12.378  -0.439
C 27.597 15.409 16.556  -0.038
C 17.562 9.916 13.506  -0.162
C 19.964 2.354 15.479  -0.497
C 20.555 11.204 23.801  -0.046
C 19.327 2.577 20.997  -0.445
C 27.666 13.366 15.179  -0.154
C 18.387 13.336 19.454  -0.059
C 23.765 6.336 13.539  -0.057
C 16.976 6.799 22.703  -0.461
C 22.587 8.912 18.194  -0.018
C 27.100 11.189 16.318  -0.140
C 17.022 11.735 18.164  -0.062
C 26.049 4.381 20.333  -0.054
C 25.214 3.513 21.246  -0.504
C 26.739 14.214 16.135  -0.457
C 16.216 5.517 22.354  -0.059
C 17.559 6.590 12.830  -0.022
C 20.244 3.409 14.429  -0.015
C 19.934 9.022 20.093  -0.162
C 27.343 11.927 15.012  -0.200
C 18.683 8.887 13.401  -0.160
C 17.274 10.280 9.584  -0.019
C 22.676 8.474 14.431  -0.051
C 18.016 12.831 18.039  -0.469
C 25.422 2.014 21.009  -0.054
C 20.596 10.322 25.061  -0.528
C 22.347 0.591 15.928  -0.174
C 17.103 9.555 10.961  -0.504
C 25.451 14.621 15.366  -0.016
C 19.435 7.698 18.078  -0.427
C 21.059 8.907 24.686  -0.049
C 18.542 2.421 15.979  -0.040
C 20.159 0.933 14.833  -0.101
C 19.701 4.027 21.305  -0.041
C 23.835 7.542 14.455  -0.485
C 21.898 7.757 19.001  -0.490
C 19.415 8.824 16.998  -0.007
C 19.881 7.088 12.158  -0.037
C 26.381 11.395 18.658  -0.050
C 23.028 6.727 19.363  -0.014
C 22.333 2.016 16.601  -0.425
C 17.853 2.374 21.400  -0.053
C 15.652 9.202 11.079  -0.049
C 18.884 8.190 19.436  -0.159
C 24.780 11.605 16.690  -0.016
C 23.362 2.916 15.893  -0.029
C 17.458 10.502 12.092  -0.154
C 18.480 6.561 17.639  -0.026
C 16.429 7.958 21.897  -0.070
C 22.821 1.701 18.121  -0.020
C 21.667 0.548 14.591  -0.177
H 18.681 8.377 14.364  0.079
H 23.496 0.849 18.198  0.066
H 19.567 0.827 13.923  0.114
H 15.392 8.132 22.183  0.091
H 26.013 10.369 18.657  0.086
H 20.212 8.270 24.432  0.078
H 19.664 9.353 13.491  0.118
H 19.867 0.189 15.574  0.112
H 19.826 3.097 13.472  0.089
H 17.450 10.864 18.660  0.062
H 20.000 10.757 22.976  0.062
H 18.706 12.536 20.122  0.062
H 23.186 3.960 16.155  0.070
H 17.083 9.644 8.719  0.078
H 26.069 5.418 20.668  0.079
H 17.937 10.639 14.231  0.110
H 19.994 4.424 14.738  0.082
H 19.695 4.218 22.378  0.088
H 27.097 16.017 17.310  0.080
H 17.549 13.767 20.000  0.086
H 15.150 5.594 22.569  0.085
H 21.876 8.827 23.969  0.071
H 21.776 -0.446 14.158  0.109
H 18.046 6.687 22.529  0.119
H 16.581 11.118 9.515  0.081
H 27.390 11.515 19.051  0.095
H 23.335 0.146 15.808  0.118
H 23.619 6.221 18.600  0.073
H 26.315 14.013 19.021  0.112
H 15.388 8.579 11.933  0.073
H 20.014 1.871 21.463  0.137
H 19.888 8.420 16.103  0.056
H 16.307 5.260 21.299  0.069
H 21.917 9.770 18.147  0.066
H 28.056 11.354 14.418  0.118
H 17.436 1.375 21.276  0.080
H 22.047 1.276 18.759  0.071
H 23.305 6.485 16.052  0.048
H 28.569 15.062 16.907  0.082
H 23.436 9.241 18.794  0.073
H 17.830 2.159 15.197  0.089
H 23.383 2.792 14.810  0.067
H 17.275 3.131 20.869  0.071
H 20.684 7.707 11.758  0.078
H 25.717 4.371 19.294  0.077
H 23.177 5.485 13.885  0.065
H 23.316 2.548 18.595  0.058
H 20.675 4.225 20.858  0.074
H 24.745 13.806 15.210  0.063
H 16.734 11.457 17.150  0.077
H 25.245 1.743 19.968  0.065
H 17.719 5.611 12.379  0.077
H 16.661 9.403 13.844  0.111
H 21.080 5.580 17.494  0.068
H 20.386 6.678 13.032  0.067
H 18.686 5.599 18.108  0.070
H 21.957 -0.126 16.651  0.112
H 17.433 6.765 17.862  0.086
H 16.513 6.831 12.641  0.065
H 20.033 9.654 17.340  0.061
H 18.805 1.744 19.305  0.093
H 18.333 1.771 16.829  0.076
H 18.627 7.324 20.045  0.102
H 15.536 8.540 10.221  0.078
H 28.042 10.843 16.744  0.117
H 26.492 1.904 21.188  0.079
H 22.043 8.969 20.789  0.114
H 25.719 15.151 14.451  0.083
H 18.290 10.673 9.556  0.082
H 21.248 7.518 21.057  0.109
H 24.177 3.673 20.949  0.110
H 24.910 1.295 21.648  0.078
H 14.954 10.030 10.955  0.094
H 25.762 11.727 19.491  0.082
H 18.142 3.372 16.331  0.075
H 24.875 15.300 15.996  0.078
H 18.598 6.330 16.580  0.067
H 28.693 13.397 15.543  0.111
H 23.701 7.145 20.112  0.084
H 19.717 6.238 11.495  0.072
H 24.736 5.854 13.424  0.075
H 26.427 11.929 14.421  0.100
H 23.577 6.578 12.493  0.077
H 27.088 4.054 20.345  0.078
H 21.560 11.383 23.419  0.076
H 22.479 5.930 19.864  0.065
H 16.855 11.408 12.155  0.121
H 24.786 11.609 15.600  0.066
H 17.037 8.835 22.120  0.084
H 16.352 7.592 20.873  0.071
H 18.857 12.577 17.394  0.134
H 21.230 10.783 25.819  0.133
H 20.159 9.970 19.604  0.099
H 24.385 2.728 16.219  0.085
H 27.737 13.858 14.209  0.117
H 23.041 9.322 15.009  0.074
H 21.792 8.024 14.882  0.066
H 22.979 8.628 17.217  0.053
H 18.948 4.691 20.882  0.066
H 18.465 10.903 11.973  0.118
H 16.493 4.670 22.982  0.070
H 19.544 9.376 21.047  0.085
H 20.249 12.210 24.085  0.076
H 24.726 8.082 14.134  0.137
H 18.410 9.214 16.834  0.081
H 26.649 10.237 16.034  0.116
H 20.236 3.336 18.216  0.044
H 17.784 2.584 22.467  0.075
H 17.594 6.425 13.907  0.074
H 24.305 10.733 17.141  0.057
H 27.748 15.939 15.615  0.084
H 24.825 3.279 23.069  0.077
H 22.404 8.700 13.400  0.079
H 17.071 6.912 10.353  0.086
H 22.224 1.179 13.898  0.099
H 18.205 14.606 17.387  0.075
H 17.969 8.765 19.296  0.102
H 21.318 3.309 14.270  0.061
H 16.093 12.055 18.637  0.093
H 19.238 14.016 19.405  0.074
H 16.739 8.095 24.188  0.071
H 24.087 12.409 16.939  0.078
H 19.613 10.094 26.572  0.096
H 21.577 8.509 25.559  0.070

This record from OMol25 describes a structure of composition C3H9Cl2N2O5Sn2 in a non-equilibrium geometry. The level of theory is ωB97M-V with the def2-TZVPD basis set.

Results
E = -53142.1254 eV
relative energy (zero: lowest compared OMol25 entry of this formula, charge and spin) = 0.0 kcal/mol
net charge = +3
HOMO energy = -0.7017 hartree

Last column: natural (NBO) charge in e.
Positions of all 23 atoms, in Å:
Sn -0.589 2.044 3.676  1.827
Sn -1.443 -2.339 2.591  1.843
Cl 0.972 3.110 0.039  -0.033
Cl 1.343 1.624 -2.447  0.037
O 2.151 0.737 2.675  -0.462
O -2.957 -3.055 -1.944  -0.164
O 2.295 -1.389 2.721  -0.342
O -2.148 -2.223 -0.149  -0.617
O -0.628 0.168 1.724  -1.323
N 2.486 -0.337 2.178  0.562
N -2.467 -2.160 -1.363  0.564
C 2.894 -0.273 0.755  -0.481
C -2.470 -0.820 -1.997  -0.489
C 0.154 2.326 -1.348  -0.390
H -1.721 -0.733 -2.780  0.275
H -0.138 0.228 0.896  0.498
H -2.204 -0.110 -1.215  0.205
H -3.470 -0.548 -2.322  0.283
H 3.225 0.715 0.457  0.272
H 1.967 -0.440 0.203  0.216
H -0.441 3.050 -1.891  0.261
H -0.419 1.484 -0.978  0.181
H 3.607 -1.057 0.519  0.278

- What is the HOMO energy in the first record?
  -0.2941 hartree

- HOMO energy of number 1 (C54H124N4O10)?
  -0.2941 hartree

Repeat the second record exactly.
This record from OMol25 describes a structure of composition C3H9Cl2N2O5Sn2 in a non-equilibrium geometry. The level of theory is ωB97M-V with the def2-TZVPD basis set.

Results
E = -53142.1254 eV
relative energy (zero: lowest compared OMol25 entry of this formula, charge and spin) = 0.0 kcal/mol
net charge = +3
HOMO energy = -0.7017 hartree

Last column: natural (NBO) charge in e.
Positions of all 23 atoms, in Å:
Sn -0.589 2.044 3.676  1.827
Sn -1.443 -2.339 2.591  1.843
Cl 0.972 3.110 0.039  -0.033
Cl 1.343 1.624 -2.447  0.037
O 2.151 0.737 2.675  -0.462
O -2.957 -3.055 -1.944  -0.164
O 2.295 -1.389 2.721  -0.342
O -2.148 -2.223 -0.149  -0.617
O -0.628 0.168 1.724  -1.323
N 2.486 -0.337 2.178  0.562
N -2.467 -2.160 -1.363  0.564
C 2.894 -0.273 0.755  -0.481
C -2.470 -0.820 -1.997  -0.489
C 0.154 2.326 -1.348  -0.390
H -1.721 -0.733 -2.780  0.275
H -0.138 0.228 0.896  0.498
H -2.204 -0.110 -1.215  0.205
H -3.470 -0.548 -2.322  0.283
H 3.225 0.715 0.457  0.272
H 1.967 -0.440 0.203  0.216
H -0.441 3.050 -1.891  0.261
H -0.419 1.484 -0.978  0.181
H 3.607 -1.057 0.519  0.278

- Which formula does entry 2 have?
  C3H9Cl2N2O5Sn2